Version A
ORCA calculation (ωB97M-V with the def2-TZVPD basis set) on the molecule C4H8O2.

Each line ends with the natural charge from an NBO analysis.
CARTESIAN COORDINATES (ANGSTROEM)
C (1.8442, 0.5161, 0.6298)  -0.68
C (0.5569, 0.1314, 0.0163)  0.56
O (0.0875, 0.7958, -0.9742)  -0.36
C (-0.9583, 0.4264, -1.7223)  -0.31
C (-1.2754, -0.7826, 0.8638)  -0.27
O (0.0145, -1.0804, 0.2922)  -0.52
H (1.8196, 0.4477, 1.7236)  0.22
H (2.1177, 1.5307, 0.3349)  0.24
H (2.6127, -0.1785, 0.2718)  0.22
H (-1.0412, 0.1498, 1.3974)  0.18
H (-1.1614, 1.0984, -2.5373)  0.17
H (-1.1407, -0.6378, -1.7985)  0.16
H (-2.0689, -0.7391, 0.1002)  0.20
H (-1.5862, -1.5419, 1.5722)  0.19

The orbital gap (alpha / beta) is 7.45 / 8.01 eV. Its total charge is 0. The HOMO energy (alpha / beta) comes out at -6.575 / -7.093 eV.

=====

Version B
ORCA calculation (ωB97M-V with the def2-TZVPD basis set) on a structure of composition C4H8O2.

Each line ends with the natural charge from an NBO analysis.
CARTESIAN COORDINATES (ANGSTROEM)
C (0.6173, -0.7607, -1.4123)  -0.50
C (-0.2151, 0.5310, -0.2411)  0.06
C (0.2678, 1.7671, 0.5918)  -0.65
O (0.1525, -0.6830, 0.5428)  -0.55
C (-0.7915, -1.4882, 0.9452)  0.64
O (-1.9117, -1.1390, 1.2123)  -0.60
H (0.9756, -0.0797, -2.1271)  0.19
H (1.4417, -1.4584, -1.0698)  0.22
H (-0.2036, -1.4163, -1.7416)  0.21
H (-1.3293, 0.6274, -0.2568)  0.21
H (-0.1967, 1.7802, 1.6053)  0.23
H (0.0030, 2.7330, 0.1398)  0.22
H (1.3469, 1.7614, 0.7456)  0.21
H (-0.4116, -2.5238, 1.0054)  0.11

The orbital gap is 9.82 eV. Its total charge is 0. The HOMO energy comes out at -9.047 eV.

=====

version B is favored, and the nearest alternative lies 0.315 eV above it.

=====

Version A
ORCA calculation (ωB97M-V with the def2-TZVPD basis set) on a cluster of 11 separate species, C32H72N2O20P in total.

Each line ends with the Löwdin charge.
CARTESIAN COORDINATES (ANGSTROEM)
N (-1.3484, 0.4259, -2.0037)  0.29
H (-1.5894, -0.5161, -1.4297)  0.16
H (-1.5254, 1.1639, -1.2017)  0.14
H (-1.8124, 0.7979, -2.6177)  -0.01
H (-0.3424, 0.3639, -2.0047)  0.07
N (1.1506, 2.5649, 2.2083)  0.33
H (0.1816, 2.4489, 2.1993)  0.04
H (1.2896, 2.0259, 3.1653)  0.20
H (1.2266, 3.5269, 2.3123)  0.06
H (1.4356, 2.1179, 1.4143)  0.05
P (-0.5494, 0.0089, 1.1673)  -0.19
O (0.4286, 0.4859, 0.1493)  -0.42
O (0.3856, -0.1941, 2.4973)  -0.49
O (-1.3614, -1.1801, 0.6163)  -0.40
O (-1.3784, 1.1229, 1.1113)  -0.36
O (-1.0864, -6.4181, 2.1133)  0.07
C (-0.6304, -5.3111, 1.9883)  -0.53
O (0.2936, -4.7241, 2.7533)  -0.02
C (0.8106, -3.3851, 2.5943)  -0.22
C (2.2256, -3.3601, 3.1223)  -0.09
C (-1.4964, -4.2771, 1.2093)  0.00
H (0.4366, -2.2911, 3.0023)  0.15
H (0.8376, -3.4041, 1.5213)  0.08
H (2.8236, -4.1971, 2.8183)  0.05
H (2.4716, -3.5381, 4.2473)  0.11
H (2.5766, -2.4151, 2.8073)  0.04
H (-0.9954, -3.7871, 0.4083)  0.03
H (-1.6254, -3.4201, 1.9203)  0.09
H (-2.5204, -4.6781, 0.8283)  0.10
O (3.4206, -2.5651, -1.5877)  0.01
C (2.3456, -3.1131, -1.1857)  -0.51
O (2.2756, -4.3581, -0.8097)  0.04
C (3.4806, -5.2081, -0.6527)  -0.14
C (3.0136, -6.6171, -0.3917)  -0.03
C (1.0606, -2.2961, -1.2147)  0.01
H (3.8666, -5.0571, 0.0903)  -0.03
H (4.2366, -5.2951, -1.5137)  0.16
H (3.0586, -7.3671, -1.3097)  0.13
H (2.1846, -6.5301, 0.0273)  -0.01
H (3.8486, -7.0261, 0.1313)  0.07
H (0.7256, -2.2091, -0.2277)  0.02
H (0.4876, -2.6851, -2.1557)  0.12
H (1.1766, -1.1841, -1.2907)  0.06
O (-6.5414, -2.0241, 0.8693)  0.04
C (-5.7344, -1.1321, 0.5313)  -0.49
O (-5.8234, -0.4161, -0.6297)  0.01
C (-7.0054, -0.6651, -1.3527)  -0.29
C (-7.1184, 0.0829, -2.6427)  -0.04
C (-4.4354, -1.0431, 1.2273)  0.00
H (-7.7644, -0.3481, -0.7747)  0.08
H (-7.4324, -1.6971, -1.4417)  0.14
H (-7.0304, 1.0179, -2.4927)  0.00
H (-8.1064, -0.0171, -2.9037)  0.05
H (-6.3844, -0.5761, -3.4127)  0.16
H (-3.7314, -0.2531, 0.8733)  0.07
H (-3.7644, -1.8851, 1.1053)  0.05
H (-4.6294, -1.1351, 2.3943)  0.14
O (0.5346, 0.6829, -4.4397)  0.06
C (1.7536, 0.6119, -4.4867)  -0.55
O (2.6026, 1.3769, -3.7947)  -0.02
C (2.2376, 2.0939, -2.5787)  -0.24
C (3.3036, 3.0389, -2.1537)  -0.10
C (2.3556, -0.0801, -5.6417)  0.00
H (1.9516, 1.3099, -1.6897)  0.14
H (1.1686, 2.6889, -2.7527)  0.16
H (4.2206, 2.6289, -1.6217)  0.08
H (2.8966, 3.8589, -1.4827)  0.06
H (3.7996, 3.5789, -3.1807)  0.14
H (1.4316, -0.4781, -6.2377)  0.12
H (2.9006, -0.9871, -5.2247)  0.11
H (3.1176, 0.3039, -6.2847)  0.06
O (0.1426, 5.1379, -2.0727)  -0.01
C (0.0146, 4.5779, -0.8997)  -0.51
O (0.8966, 4.8559, 0.0283)  -0.01
C (1.7606, 6.0609, -0.1187)  -0.19
C (2.6156, 5.9439, 1.0823)  -0.09
C (-1.1024, 3.7149, -0.5147)  0.01
H (1.2966, 7.0069, -0.0317)  0.12
H (2.3206, 6.1949, -0.9467)  0.08
H (3.1526, 6.8869, 1.2503)  0.07
H (3.4886, 5.3549, 1.0443)  0.06
H (1.9436, 5.8839, 2.0933)  0.13
H (-1.8624, 3.6529, -1.3317)  0.11
H (-1.6454, 4.2909, 0.2403)  0.10
H (-0.5794, 2.8269, -0.2527)  0.04
O (-0.5314, 4.9359, 2.9823)  0.08
C (-1.3544, 5.0859, 3.8683)  -0.53
O (-2.2404, 4.2559, 4.3293)  0.03
C (-2.5314, 3.0339, 3.6653)  -0.23
C (-3.6944, 2.3059, 4.2913)  -0.05
C (-1.5784, 6.4779, 4.4823)  0.04
H (-1.7564, 2.2019, 3.6303)  0.14
H (-2.7804, 3.1579, 2.6533)  0.10
H (-3.5694, 2.0639, 5.3663)  0.09
H (-3.9294, 1.6269, 3.6333)  0.01
H (-4.5584, 3.1259, 4.4743)  0.12
H (-1.6624, 6.3179, 5.6023)  0.11
H (-2.5664, 6.8839, 4.1823)  0.11
H (-0.7634, 6.9449, 4.3223)  -0.01
O (-1.4954, -1.8331, -3.5997)  0.03
C (-2.3094, -2.6391, -4.1227)  -0.48
O (-3.2764, -3.2111, -3.3887)  -0.03
C (-3.4854, -2.8921, -1.9857)  -0.12
C (-4.3194, -3.9951, -1.2657)  0.00
C (-2.3874, -2.9941, -5.6037)  -0.01
H (-3.7904, -1.9711, -2.1147)  0.06
H (-2.4264, -2.9591, -1.4557)  0.16
H (-3.7634, -4.8801, -1.4217)  0.08
H (-5.0384, -4.2981, -1.7657)  -0.01
H (-4.1414, -3.9291, -0.2687)  0.03
H (-3.4344, -2.8951, -6.0847)  0.10
H (-2.3804, -4.0851, -5.9427)  0.10
H (-1.6524, -2.2911, -6.1397)  0.10
O (4.3956, 1.9179, 1.3093)  0.08
C (4.5466, 0.7389, 1.2303)  -0.57
O (5.6736, 0.0329, 1.2503)  0.02
C (6.8566, 0.8399, 1.5733)  -0.23
C (7.9806, 0.1409, 2.3353)  -0.09
C (3.3376, -0.1091, 0.9963)  0.01
H (6.7246, 1.7279, 2.2403)  0.12
H (7.3826, 1.1709, 0.6123)  0.14
H (8.8366, 0.7869, 2.5113)  0.08
H (8.2256, -0.6401, 1.6493)  0.06
H (7.4946, -0.3421, 3.1633)  0.07
H (3.7296, -1.1371, 0.9803)  0.08
H (2.9836, 0.1019, -0.0417)  0.09
H (2.5386, -0.1431, 1.6873)  0.04

The orbital gap is 5.62 eV. Its total charge is -1. The HOMO energy comes out at -3.472 eV.

=====

Version B
ORCA calculation (ωB97M-V with the def2-TZVPD basis set) on a cluster of 11 separate species, C32H72N2O20P in total.

Each line ends with the Löwdin charge.
CARTESIAN COORDINATES (ANGSTROEM)
N (-16.2925, -39.5822, 31.0030)  0.34
H (-17.2341, -39.8361, 30.9147)  0.09
H (-15.9531, -39.1025, 31.8767)  0.16
H (-16.0915, -38.9967, 30.2894)  0.06
H (-15.7730, -40.3766, 30.9404)  0.04
N (-12.3307, -38.8968, 34.2776)  0.30
H (-13.1992, -39.4594, 34.2936)  0.11
H (-11.9108, -38.7577, 35.2457)  0.15
H (-12.6425, -37.9607, 33.8747)  0.13
H (-11.6504, -39.3157, 33.8700)  0.01
P (-13.1258, -39.5045, 31.2167)  -0.28
O (-11.6736, -39.4890, 31.2314)  -0.36
O (-13.5821, -40.6396, 32.3352)  -0.49
O (-13.8206, -39.8986, 30.0057)  -0.36
O (-13.6212, -38.2696, 31.7983)  -0.39
O (-12.6969, -40.8328, 36.9967)  0.06
C (-13.4586, -41.7890, 37.1075)  -0.54
O (-13.5228, -42.8781, 36.3403)  -0.01
C (-12.7612, -42.9354, 35.2194)  -0.24
C (-12.9342, -44.4068, 34.5197)  -0.03
C (-14.1773, -41.8825, 38.3995)  -0.02
H (-11.6741, -42.7277, 35.4732)  0.14
H (-12.9846, -42.1983, 34.4735)  0.08
H (-13.9670, -44.5936, 34.3648)  0.02
H (-12.7142, -45.3056, 35.2947)  0.11
H (-12.2957, -44.5998, 33.5591)  0.09
H (-15.2411, -41.8234, 38.7312)  0.08
H (-13.6821, -41.1784, 39.1764)  0.10
H (-13.8689, -42.8678, 39.0084)  0.12
O (-17.8542, -41.0785, 32.8909)  0.01
C (-17.4235, -42.0373, 33.6080)  -0.46
O (-18.2173, -42.8518, 34.2998)  0.01
C (-19.5612, -42.8550, 34.0265)  -0.28
C (-20.2251, -43.6871, 35.0900)  -0.09
C (-15.9073, -42.0715, 33.8869)  0.00
H (-19.9715, -43.1704, 33.0451)  0.15
H (-19.8630, -41.9398, 34.3805)  0.09
H (-21.3256, -43.5129, 34.9679)  0.08
H (-19.9846, -43.5556, 36.2106)  0.11
H (-20.1075, -44.7550, 34.8002)  0.08
H (-15.4112, -41.6868, 32.9355)  0.05
H (-15.5431, -43.0852, 33.9206)  0.04
H (-15.7153, -41.3863, 34.9495)  0.17
O (-16.4478, -34.5163, 33.0652)  0.03
C (-15.1971, -34.2767, 33.0885)  -0.53
O (-14.6621, -33.7599, 34.1825)  -0.02
C (-15.5613, -33.3076, 35.2940)  -0.18
C (-14.8844, -32.3841, 36.2552)  -0.07
C (-14.2242, -34.6480, 32.0956)  0.00
H (-16.0453, -34.1725, 35.8565)  0.16
H (-16.1996, -32.6935, 34.8332)  0.07
H (-15.6761, -31.8151, 36.7025)  0.07
H (-14.2718, -31.6253, 35.8201)  0.07
H (-14.3148, -32.9908, 36.9631)  0.07
H (-14.7270, -34.4524, 31.1692)  0.08
H (-13.7181, -35.7201, 32.0696)  0.12
H (-13.3722, -33.9822, 31.8222)  0.10
O (-10.6936, -45.3616, 30.6362)  0.13
C (-11.3902, -44.4590, 30.8382)  -0.49
O (-12.8213, -44.5051, 30.7167)  -0.06
C (-13.5925, -43.3674, 30.9350)  -0.27
C (-15.1352, -43.7739, 30.7562)  -0.04
C (-10.8925, -43.0688, 31.2906)  0.03
H (-13.5134, -42.5942, 30.0670)  0.14
H (-13.4523, -43.0526, 31.8248)  0.00
H (-15.6517, -44.0063, 31.8070)  0.08
H (-15.3052, -44.5812, 30.0079)  0.07
H (-15.6562, -42.7693, 30.5433)  0.07
H (-9.8395, -43.0608, 31.2257)  0.06
H (-10.8993, -43.0205, 32.4570)  0.11
H (-11.4165, -42.2063, 30.8900)  0.06
O (-14.4243, -34.9612, 27.6051)  0.10
C (-13.7978, -35.8070, 28.1251)  -0.57
O (-12.4734, -35.8318, 28.1217)  -0.02
C (-11.7405, -36.7970, 28.9759)  -0.16
C (-10.2561, -36.4372, 28.8657)  -0.04
C (-14.5075, -37.0896, 28.6456)  0.01
H (-11.8934, -37.7888, 28.6280)  0.10
H (-12.1471, -36.5263, 29.9838)  0.12
H (-10.0235, -35.5349, 29.1949)  0.02
H (-9.9467, -36.5187, 27.7180)  0.12
H (-9.7983, -37.2892, 29.2104)  0.05
H (-14.4467, -37.0329, 29.7917)  0.09
H (-14.2082, -38.0807, 28.4910)  0.02
H (-15.5305, -37.2262, 28.3360)  0.06
O (-9.6679, -40.5788, 27.0057)  0.14
C (-10.7757, -40.2505, 26.8783)  -0.56
O (-11.3624, -39.4344, 25.9953)  -0.03
C (-10.6282, -38.8459, 24.9774)  -0.26
C (-11.5571, -37.8432, 24.2566)  -0.05
C (-11.7799, -40.7641, 27.9177)  0.02
H (-10.2321, -39.7338, 24.3350)  0.15
H (-9.6867, -38.4528, 25.3818)  0.11
H (-11.8827, -36.9333, 24.7544)  0.07
H (-12.3559, -38.5656, 23.8834)  0.11
H (-11.0125, -37.3234, 23.5488)  0.03
H (-11.8066, -41.8454, 27.9490)  0.09
H (-12.7479, -40.1845, 27.7381)  0.09
H (-11.5046, -40.5633, 28.8517)  0.00
O (-17.5604, -38.9275, 27.4674)  0.11
C (-17.2614, -39.9911, 27.9862)  -0.50
O (-18.0535, -40.7585, 28.7745)  -0.04
C (-19.3928, -40.4835, 28.8564)  -0.22
C (-19.9461, -41.6685, 29.7095)  -0.02
C (-16.0693, -40.7822, 27.5986)  0.03
H (-19.8723, -40.6783, 27.8663)  0.13
H (-19.7787, -39.4100, 29.0165)  0.16
H (-20.9585, -41.6531, 29.6114)  0.05
H (-19.8683, -41.5353, 30.7264)  0.04
H (-19.6404, -42.5547, 29.4544)  0.03
H (-16.2104, -41.4384, 26.8115)  0.08
H (-15.8764, -41.5127, 28.2676)  0.03
H (-15.0863, -40.2753, 27.7232)  0.09
O (-9.5267, -34.8777, 33.8536)  0.09
C (-10.2688, -35.8587, 33.8548)  -0.41
O (-11.2235, -36.1291, 34.8045)  -0.05
C (-11.3921, -35.3139, 35.8849)  -0.34
C (-12.5400, -35.7877, 36.7192)  -0.08
C (-10.3268, -36.9277, 32.7170)  0.05
H (-11.6900, -34.2557, 35.5866)  0.14
H (-10.4449, -35.2061, 36.5268)  0.15
H (-13.3834, -35.6633, 35.9395)  0.10
H (-12.7766, -35.2312, 37.6747)  0.10
H (-12.2340, -36.8076, 36.8510)  0.05
H (-11.1278, -37.1735, 32.2878)  -0.04
H (-9.8055, -37.6992, 33.2117)  0.08
H (-9.8340, -36.6364, 31.7732)  0.10

The orbital gap is 5.40 eV. Its total charge is -1. The HOMO energy comes out at -3.509 eV.

=====

version B is favored, and the nearest alternative lies 4.984 eV above it.